(1)
One molecule with the formula C3H6N2O in a non-equilibrium geometry. Source: OMol25; level of theory: the ωB97M-V functional and the def2-TZVPD basis.

```
12
Properties=species:S:1:pos:R:3:forces:R:3:lowdin_charge:R:1
N 2.452321 -0.565827 -1.335960 -0.708 -0.022 0.804 0.16
C 1.609730 -0.528180 -0.545162 0.740 -0.056 -0.663 -0.19
C 0.440653 -0.404963 0.333451 -0.291 -0.192 -0.217 -0.36
N 0.553076 0.792690 1.149541 -0.047 0.224 -0.045 0.05
C -0.827371 -0.454523 -0.596897 0.401 -0.121 0.026 -0.22
O -1.910595 0.194909 0.013855 -0.073 0.173 0.108 -0.06
H 0.399649 -1.267887 1.007239 0.057 0.079 -0.107 0.14
H 0.984835 1.564890 0.657756 -0.033 -0.024 -0.058 0.08
H -0.364513 1.078267 1.479793 0.308 -0.127 0.209 0.07
H -0.591137 -0.020165 -1.578270 -0.035 0.015 0.171 0.12
H -1.110147 -1.500673 -0.742656 0.011 0.181 -0.021 0.13
H -1.636503 1.111459 0.157315 -0.330 -0.129 -0.207 0.08
```
Positions in Å, forces in eV/Å.

## Properties
- DFT total energy (Ha) = -302.63325
- net charge = 0
- HOMO-LUMO gap (eV) = 10.7972
- SMILES string = N#C[C@@H](N)CO
- LUMO (eV) = 0.533

(2)
A 2-piece molecular cluster, C3H6N2O overall in a non-equilibrium geometry. Source: OMol25; level of theory: the ωB97M-V functional and the def2-TZVPD basis.

```
12
Properties=species:S:1:pos:R:3:forces:R:3:lowdin_charge:R:1
C -1.182449 -0.001443 0.292765 0.669 -0.180 0.418 -0.08
N 0.278981 -0.381173 0.045263 -0.773 0.061 0.942 -0.12
C 1.216808 0.488482 0.660366 -0.265 0.000 0.612 -0.33
O 1.689609 0.286008 1.748476 0.229 0.014 -0.534 0.08
H -1.282248 -0.089253 1.366151 -0.450 0.091 0.300 0.07
H -1.441086 1.023293 -0.024209 0.682 -0.458 0.064 0.09
H -1.918331 -0.648298 -0.214896 0.896 0.032 0.092 0.08
H 0.491322 -1.342888 0.311805 -0.429 0.261 0.422 0.14
H 1.500734 1.367799 0.045848 -0.286 -0.118 0.190 0.14
C 0.298459 -0.196023 -1.982134 -1.052 0.469 -1.806 -0.19
N -0.780663 0.139336 -2.264898 0.824 -0.150 -0.830 0.04
H 1.322146 -0.467939 -2.145822 -0.045 -0.022 0.129 0.07
```
Positions in Å, forces in eV/Å.

## Properties
- DFT total energy (Ha) = -302.57572
- net charge = 0
- HOMO-LUMO gap (eV) = 9.7811
- SMILES string = CNC=O.C#N
- LUMO (eV) = 0.576

(3)
One molecule with the formula C3H6N2O in a non-equilibrium geometry. Source: OMol25; level of theory: the ωB97M-V functional and the def2-TZVPD basis.

```
12
Properties=species:S:1:pos:R:3:forces:R:3:lowdin_charge:R:1
C 1.551598 -0.060223 -0.046821 -0.822 0.440 0.121 -0.22
N 1.024709 1.087896 -0.176860 -0.552 -0.972 0.174 0.05
C -0.409483 1.079700 -0.226815 -1.609 0.569 -0.901 -0.24
C -1.159752 -0.176862 0.199998 2.505 -0.217 2.947 -0.21
O -0.524034 -1.253028 -0.505691 1.496 0.063 0.691 -0.14
N 0.919576 -1.331042 -0.170178 -1.441 -0.593 1.233 0.03
H 2.602591 0.027939 0.120644 0.803 -1.170 0.083 0.11
H -0.778313 2.039374 0.142826 -0.103 -0.310 0.604 0.11
H -0.812396 1.076122 -1.234322 0.743 0.555 -0.879 0.11
H -1.216644 -0.364147 1.347778 0.455 0.105 -1.701 0.14
H -2.142046 -0.133646 -0.129545 -1.835 -0.033 -0.769 0.09
H 0.944197 -1.992082 0.678986 0.359 1.561 -1.602 0.16
```
Positions in Å, forces in eV/Å.

## Properties
- DFT total energy (Ha) = -302.55635
- net charge = 0
- HOMO-LUMO gap (eV) = 10.5210
- SMILES string = C1=NCCON1
- LUMO (eV) = 0.919

(4)
One molecule with the formula C3H6N2O. Source: OMol25; level of theory: the ωB97M-V functional and the def2-TZVPD basis.

```
12
Properties=species:S:1:pos:R:3:forces:R:3:lowdin_charge:R:1
C -1.451371 0.367014 -0.811187 0.077 0.236 -0.093 -0.03
N -0.123248 0.275667 -0.724958 -0.168 0.144 0.209 -0.08
C 0.888289 0.538236 0.069082 -0.262 0.112 0.295 -0.27
N 0.851024 1.163014 1.293341 0.092 0.114 -0.253 0.11
C 0.826192 -0.828509 -0.475517 0.199 -0.279 -0.265 -0.23
O 0.314505 -1.877917 0.272996 0.112 -0.055 -0.163 0.01
H -1.934730 1.145375 -0.232589 0.083 0.012 -0.174 0.04
H -1.955118 -0.064113 -1.669560 0.190 -0.071 0.188 0.04
H -0.583465 -2.010196 -0.053482 -0.079 -0.140 0.252 0.09
H 1.710363 1.261330 1.805555 -0.180 -0.091 -0.032 0.08
H -0.010101 1.176834 1.825854 0.095 -0.151 -0.073 0.09
H 1.467660 -1.146736 -1.299534 -0.158 0.168 0.110 0.14
```
Positions in Å, forces in eV/Å.

## Properties
- DFT total energy (Ha) = -302.51431
- net charge = 0
- HOMO-LUMO gap (eV) = 7.8783
- LUMO (eV) = 0.859

(5)
A 2-piece molecular cluster, C3H6N2O overall. Source: OMol25; level of theory: the ωB97M-V functional and the def2-TZVPD basis.

```
12
Properties=species:S:1:pos:R:3:forces:R:3:lowdin_charge:R:1
C 0.084026 1.719502 0.811666 0.138 -0.136 0.019 0.10
N -1.326120 0.444360 -0.495229 0.282 -0.258 0.047 0.11
C -0.468449 -0.448834 -0.448977 -0.257 0.230 -0.027 -0.54
N 0.790585 -0.153126 0.259151 0.030 0.153 0.049 0.08
C -0.584551 -1.827084 -1.019438 -0.042 -0.114 -0.039 -0.23
O 0.247505 -2.697509 -0.890750 -0.183 0.311 0.001 0.03
H 1.057080 1.859212 1.281346 -0.174 -0.110 -0.124 0.03
H -0.116997 2.427313 0.011792 0.058 -0.338 0.128 0.04
H -0.732888 1.615231 1.518803 0.188 -0.083 -0.215 0.04
H 1.580365 -0.127303 -0.393940 -0.106 0.123 0.122 0.12
H 1.038718 -0.876214 0.946667 -0.073 0.248 -0.016 0.12
H -1.533457 -1.985266 -1.566116 0.141 -0.025 0.056 0.11
```
Positions in Å, forces in eV/Å.

## Properties
- DFT total energy (Ha) = -302.49337
- net charge = 0
- HOMO-LUMO gap (alpha / beta) (eV) = 7.9409 / 7.9384
- LUMO (alpha / beta) (eV) = 0.006 / 0.005

(6)
One molecule with the formula C3H6N2O. Source: OMol25; level of theory: the ωB97M-V functional and the def2-TZVPD basis.

```
12
Properties=species:S:1:pos:R:3:forces:R:3:lowdin_charge:R:1
H -1.273335 1.589611 -1.395136 -0.036 -0.072 -0.124 0.06
N -1.663996 0.643542 -1.345200 0.425 -0.191 -0.082 0.10
C -0.748625 -0.201284 -1.111457 -0.294 0.126 -0.131 -0.26
C 0.720462 0.066011 -0.876702 -0.094 0.131 -0.169 -0.17
O 1.071147 -0.381951 0.435525 -0.032 -0.068 0.181 -0.06
C 0.131858 -0.115524 1.387958 -0.183 0.046 0.365 -0.33
N 0.193925 -0.443260 2.599320 0.207 0.048 -0.252 0.12
H 1.059884 -0.936424 2.811094 0.078 -0.045 -0.009 0.06
H -1.038926 -1.243892 -0.941718 -0.015 0.067 -0.226 0.12
H 1.336148 -0.511624 -1.574439 -0.113 0.065 0.164 0.13
H 0.962357 1.130692 -1.004326 -0.099 -0.141 0.078 0.13
H -0.750901 0.404102 1.015081 0.155 0.032 0.206 0.11
```
Positions in Å, forces in eV/Å.

## Properties
- DFT total energy (Ha) = -302.61228
- net charge = 0
- HOMO-LUMO gap (eV) = 11.2276
- SMILES string = [H]/N=C\CO/C=N\[H]
- LUMO (eV) = 0.859